A 13-piece molecular cluster, C36H98O13 overall, computed with wB97M-V/def2-TZVPD.

Highest occupied orbital energy (eV): -9.4
Gap between HOMO and LUMO (eV): 9.78
Energy relative to the best compared isomer or geometry (same formula, charge and spin) (kcal/mol): 0.0
Total charge: 0
Calculated total energy (Ha): -2408.49587
LUMO (eV): 0.36

XYZ file:
```
147
Properties=species:S:1:pos:R:3:forces:R:3
C -16.255446 -16.961781 -7.427609 -0.53 0.54 0.10
C -16.110594 -15.435915 -7.644532 1.27 -1.04 -0.63
C -16.705324 -14.920705 -8.945365 -0.90 0.65 -0.22
O -16.748783 -14.757188 -6.621997 -0.62 0.53 1.33
H -17.328032 -17.168369 -7.415883 0.12 -0.05 -0.23
H -15.868209 -17.319361 -6.445480 0.07 0.45 -0.67
H -15.787399 -17.522720 -8.231453 0.11 -0.12 -0.02
H -15.031703 -15.225002 -7.587741 0.00 0.17 -0.31
H -16.675952 -13.784451 -9.001366 0.15 -1.40 0.23
H -17.807764 -15.193626 -8.931665 1.26 0.17 -0.36
H -16.174669 -15.315234 -9.835762 -0.50 0.08 0.51
H -16.453464 -15.177990 -5.806067 -0.19 0.24 0.13
C -18.094929 -19.103406 -5.637414 0.34 -0.46 -0.99
C -19.342981 -19.767458 -5.110988 -0.33 -1.30 0.27
C -20.143663 -20.512296 -6.201431 -0.28 0.77 -0.72
O -19.018883 -20.813467 -4.156863 0.03 -0.05 -0.95
H -17.390745 -19.830660 -6.056456 -0.01 -0.26 0.37
H -17.573898 -18.510558 -4.897294 0.04 0.13 0.31
H -18.286208 -18.483171 -6.509375 -0.47 0.26 0.25
H -19.920414 -19.005128 -4.586756 -0.40 -0.04 -0.08
H -20.434149 -19.839032 -7.053765 0.46 -0.48 0.72
H -21.088348 -20.988553 -5.880491 0.58 0.34 0.35
H -19.500996 -21.310779 -6.591926 -0.08 0.16 -0.03
H -18.765319 -20.394961 -3.331537 0.05 0.45 0.63
C -11.200519 -13.900404 -5.859418 -0.04 2.10 -0.09
C -11.491028 -15.278241 -5.437264 -1.13 -0.35 0.91
C -12.823684 -15.387172 -4.762808 -1.69 0.33 0.92
O -11.468947 -16.126963 -6.533159 0.74 -0.27 -1.33
H -11.716749 -13.667854 -6.773854 -0.55 0.15 -0.37
H -10.179733 -13.759177 -6.086891 1.44 -0.16 -0.44
H -11.377809 -13.068327 -5.133111 -0.37 -1.01 -0.20
H -10.763534 -15.549904 -4.705246 0.94 -0.52 0.70
H -12.893004 -14.724056 -3.840912 0.02 -0.72 -1.10
H -12.991090 -16.432243 -4.451510 -0.01 0.33 0.03
H -13.656394 -15.138111 -5.482442 0.78 -0.03 0.70
H -11.848070 -17.005308 -6.360424 -0.19 0.21 0.36
C -9.524068 -18.781140 1.665341 -1.12 0.82 -0.08
C -10.773225 -19.638757 1.827590 -0.15 -0.81 -0.23
C -11.511140 -19.330738 3.150878 0.71 -0.12 -0.02
O -11.702065 -19.343946 0.728650 -0.08 -1.88 0.19
H -9.076840 -18.838474 0.661136 -0.05 -0.26 0.61
H -8.829178 -19.015246 2.477705 0.07 0.18 -0.31
H -9.913573 -17.742945 1.772649 0.64 -0.38 0.07
H -10.492302 -20.734338 1.756240 -0.41 1.04 0.16
H -10.932320 -19.654100 4.062480 -0.49 0.47 -0.93
H -12.468200 -19.850083 3.153989 -0.02 -0.07 0.09
H -11.721872 -18.244400 3.159727 0.17 -0.49 0.24
H -12.275413 -20.177837 0.673921 0.66 1.34 0.07
C -19.103280 -19.568754 0.539994 0.13 0.75 -0.22
C -18.342681 -20.259216 -0.579170 -0.01 0.56 0.39
C -18.706387 -21.743315 -0.696707 -0.48 0.88 -1.95
O -18.641636 -19.527503 -1.812770 1.12 -0.41 1.15
H -20.175450 -19.677943 0.384448 -0.05 -0.07 0.18
H -18.877889 -18.483730 0.618540 -0.04 -0.55 -0.36
H -18.777695 -19.982805 1.474078 -0.16 -0.44 0.72
H -17.249247 -20.229656 -0.245450 -0.90 0.23 -1.08
H -18.237293 -22.152070 -1.603871 0.00 -0.06 0.32
H -19.776312 -21.987423 -0.771571 0.14 0.56 -0.02
H -18.344592 -22.257700 0.141202 0.70 -0.77 1.26
H -18.319560 -18.602765 -1.673991 -0.31 -0.44 -0.25
C -15.179140 -18.108498 2.775368 1.26 0.28 -0.89
C -16.057755 -17.020003 2.151422 -0.77 -1.50 -0.78
C -15.805502 -15.711954 2.841569 -0.79 -0.32 -0.08
O -15.904486 -16.935859 0.689442 0.82 -0.36 1.15
H -14.157036 -17.725534 2.744265 0.24 0.06 0.04
H -15.078420 -19.079801 2.245063 -0.78 0.51 0.26
H -15.397036 -18.216713 3.827167 -0.33 -0.33 0.24
H -17.098622 -17.337885 2.320758 0.10 0.29 -0.32
H -14.786615 -15.449964 2.648146 0.67 0.51 0.15
H -15.996204 -15.865650 3.908883 0.21 0.26 -0.08
H -16.493156 -14.959646 2.463079 0.11 0.20 0.00
H -14.963355 -17.149718 0.467908 -0.51 0.36 0.15
C -12.837346 -14.664058 0.094560 0.04 0.97 0.76
C -12.713193 -15.879952 -0.753433 0.19 0.02 -0.66
C -11.242174 -15.922758 -1.222907 -0.54 -1.75 -0.34
O -13.069341 -16.953692 0.092487 0.26 -1.17 0.19
H -12.885428 -13.744512 -0.490098 0.39 0.02 0.01
H -12.003744 -14.677547 0.809937 0.03 0.39 -0.27
H -13.711064 -14.651588 0.726391 -0.63 -0.29 -0.02
H -13.462970 -15.856147 -1.565848 0.57 0.06 -0.11
H -10.910996 -14.971348 -1.501093 0.22 1.66 -0.72
H -10.936029 -16.617500 -2.030762 -0.69 0.15 0.32
H -10.614955 -16.151840 -0.380734 0.18 -0.36 0.71
H -12.499931 -17.733056 -0.055803 -0.21 0.23 0.27
C -9.714621 -19.719821 -4.286290 -0.55 -0.14 -0.17
C -9.865109 -20.276211 -2.885297 -0.26 1.00 0.00
C -8.929133 -19.602126 -1.916928 -0.34 -0.96 0.37
O -11.204842 -20.062182 -2.401481 -0.21 0.00 -0.33
H -8.705369 -19.867196 -4.637463 0.44 0.19 -0.01
H -10.053998 -18.701376 -4.449834 0.35 0.44 0.61
H -10.337269 -20.237911 -4.982015 -0.54 -0.81 -0.43
H -9.710555 -21.338851 -2.912308 0.29 -0.65 -0.03
H -9.193508 -18.574442 -1.848543 -0.39 0.96 0.30
H -7.908342 -19.621371 -2.215165 0.91 -0.31 -0.35
H -9.026638 -20.107467 -0.951179 0.14 0.26 0.03
H -11.209599 -19.973058 -1.442453 0.16 0.08 0.21
C -12.760279 -24.114998 1.183514 0.16 -0.51 -1.75
C -13.687855 -23.015641 0.560145 2.70 0.93 0.66
C -15.130501 -23.174895 0.720306 -1.00 0.02 0.64
O -13.259267 -21.695762 1.096679 0.14 -0.55 -0.43
H -11.692696 -23.810822 1.104441 -0.77 0.08 0.10
H -12.827125 -25.017715 0.503961 -0.08 0.76 0.80
H -12.940102 -24.455448 2.206344 -0.37 0.39 -0.09
H -13.428240 -22.918705 -0.489345 0.09 -0.17 -0.15
H -15.494081 -23.986912 0.120655 -0.28 -0.48 -0.27
H -15.692787 -22.275889 0.457499 0.17 -0.02 -0.17
H -15.315588 -23.395446 1.762415 -0.42 -0.16 0.41
H -13.862946 -21.382265 1.769958 -0.33 -0.17 0.21
C -16.635830 -25.194669 -5.096638 0.17 0.99 1.15
C -17.627189 -24.107055 -4.675060 -0.96 -1.24 -0.27
C -18.823357 -24.776974 -3.951885 0.08 -0.90 -0.34
O -16.970244 -23.230778 -3.760430 0.68 -1.45 -0.64
H -16.296517 -25.637859 -4.163815 0.18 -0.12 0.26
H -15.759923 -24.674446 -5.498632 -0.16 -0.64 -0.65
H -17.100995 -26.021595 -5.628901 0.20 0.37 -0.64
H -18.015295 -23.575525 -5.582926 0.43 -0.06 0.78
H -19.646816 -25.092943 -4.644598 0.83 0.12 0.49
H -19.238349 -24.056986 -3.272424 -0.37 0.34 0.39
H -18.471654 -25.668098 -3.344113 -0.42 0.97 -0.70
H -17.464295 -22.438343 -3.819802 -0.85 1.76 0.03
C -14.803558 -21.326095 -2.581192 1.78 -0.32 0.59
C -14.700304 -20.048898 -3.343874 0.33 1.32 -0.66
C -14.900904 -18.789399 -2.489335 -0.13 -0.69 0.34
O -13.403359 -20.011188 -4.038872 -1.47 0.02 0.59
H -13.834031 -21.386327 -1.974263 -1.33 -0.05 -0.39
H -14.781248 -22.166516 -3.285203 -0.34 0.09 0.43
H -15.670553 -21.319796 -1.917647 0.04 -0.30 -0.11
H -15.495324 -19.971784 -4.092301 0.30 -0.35 -0.34
H -14.194541 -18.753120 -1.641421 -0.01 0.23 -0.44
H -15.902272 -18.851121 -2.040313 0.10 0.12 -0.13
H -14.869607 -17.902589 -3.128120 0.25 0.03 0.26
H -12.755004 -20.084886 -3.313611 0.40 0.12 -0.44
C -18.352850 -15.459701 -3.230510 0.94 -0.40 0.04
C -17.407588 -15.669673 -2.030757 -1.14 2.46 -0.97
C -17.473405 -14.417252 -1.132496 1.62 -0.06 -0.03
O -17.771990 -16.838962 -1.322004 0.20 0.28 -0.48
H -18.034123 -14.593230 -3.843148 -0.06 -0.41 0.40
H -19.391322 -15.277010 -2.914992 0.31 -0.43 -0.14
H -18.198109 -16.364890 -3.831971 -0.79 0.19 -0.23
H -16.386557 -15.653667 -2.399259 0.39 -0.82 -0.22
H -17.280047 -13.424326 -1.641700 -0.04 -1.34 0.15
H -16.616001 -14.596228 -0.411262 -1.49 0.64 -0.04
H -18.482900 -14.368196 -0.758617 -0.13 0.05 0.90
H -17.086589 -16.922249 -0.645256 0.15 -0.30 0.68
O -13.039469 -18.413123 -6.287023 0.21 1.24 0.81
H -13.075797 -18.813972 -7.137098 -0.20 -0.88 -0.65
H -13.229694 -19.015041 -5.548578 0.06 -0.53 -0.05
```
Positions in Å, forces in eV/Å.